Entry 1:
DFT (the ωB97M-V functional and the def2-TZVPD basis) results for a 2-piece molecular cluster, C3N2O4 overall in a non-equilibrium geometry.

```
9
Properties=species:S:1:pos:R:3:forces:R:3:nbo_charge:R:1
C 1.02882 -1.08202 0.64583 0.8 1.4 0.7 0.163
C 1.57178 0.14925 0.75170 0.0 -0.9 -2.0 -0.122
C -2.40813 0.30961 -1.13424 -1.3 0.0 -0.2 0.896
N 0.72951 -2.20839 0.64630 -0.5 -1.3 -0.2 -0.513
N 2.16681 1.07611 1.21415 -1.6 -1.0 2.5 0.066
O -2.04419 1.36056 -0.55088 -0.2 -0.9 -0.7 -0.711
O -3.38801 0.24574 -2.01495 2.0 -0.2 1.4 -0.706
O -1.87533 -0.84860 -0.82928 -0.8 1.3 -0.7 -0.481
O 2.95513 2.00932 1.21815 1.7 1.8 -0.9 -0.593
```
Forces are in eV/Å.

## Properties
Charge: -2
Multiplicity: 1
DFT total energy in eV: -14275.501
Kohn-Sham gap (spin up / spin down) in Eh: 0.2898 / 0.1443
Lowest unoccupied orbital energy (spin up / spin down) in Ha: 0.247 / 0.220
E_HOMO (spin up / spin down) in eV: -1.17 / 2.06
Strongest force on any atom in hartree/bohr: 0.061
ΔE to the lowest compared entry with this formula, charge and spin in eV: 3.8983

=====

Entry 2:
DFT (the ωB97M-V functional and the def2-TZVPD basis) results for an isolated ion of composition C3N3O2 and charge -1 in a non-equilibrium geometry.

```
8
Properties=species:S:1:pos:R:3:forces:R:3:nbo_charge:R:1
C 1.96231 -0.38151 -0.06441 -0.1 -0.7 0.7 0.591
C -1.86215 -0.57623 -0.01268 -1.0 0.1 0.2 0.459
C -0.05811 0.84990 0.05354 -0.5 1.4 -1.1 0.866
N 2.53720 -1.37085 0.07787 0.3 -0.2 -0.4 -0.489
N -2.94388 -0.97123 -0.00575 -1.3 -0.3 -0.1 -0.528
N -0.61868 -0.30367 -0.01451 2.0 -0.9 0.2 -0.728
O -0.38962 2.01159 0.03388 -0.5 0.0 0.5 -0.646
O 1.37293 0.74199 -0.06793 1.2 0.6 -0.1 -0.525
```
Forces are in eV/Å.

## Properties
Charge: -1
Multiplicity: 1
DFT total energy in eV: -11677.355
Kohn-Sham gap in Eh: 0.3424
SMILES: N#C/N=C(\[O-])OC#N
Lowest unoccupied orbital energy in Ha: 0.144
E_HOMO in eV: -5.41
Strongest force on any atom in hartree/bohr: 0.043
ΔE to the lowest compared entry with this formula, charge and spin in eV: 0.5344

=====

Entry 3:
DFT (the ωB97M-V functional and the def2-TZVPD basis) results for an isolated ion of composition C3N3O2 and charge -1 in a non-equilibrium geometry.

```
8
Properties=species:S:1:pos:R:3:forces:R:3:nbo_charge:R:1
C -1.43748 0.02302 -1.02593 -1.2 0.1 -0.6 0.586
C 0.67101 0.35281 1.64767 0.3 0.1 0.4 0.463
C 0.72510 -0.36311 -0.59305 0.8 -0.1 0.3 0.869
N -2.48933 0.38420 -0.73787 -0.8 0.2 0.1 -0.491
N 0.91143 0.64860 2.74019 0.4 0.1 0.6 -0.521
N 0.17660 0.09403 0.48621 -0.5 0.1 0.1 -0.742
O 1.81826 -0.72313 -0.94573 -0.2 -0.1 -0.4 -0.637
O -0.37559 -0.41641 -1.57149 1.3 -0.5 -0.6 -0.527
```
Forces are in eV/Å.

## Properties
Charge: -1
Multiplicity: 1
DFT total energy in eV: -11677.212
Kohn-Sham gap in Eh: 0.3451
SMILES: N#C/N=C(\[O-])OC#N
Lowest unoccupied orbital energy in Ha: 0.144
E_HOMO in eV: -5.47
Strongest force on any atom in hartree/bohr: 0.028
ΔE to the lowest compared entry with this formula, charge and spin in eV: 0.6769

=====

Entry 4:
DFT (the ωB97M-V functional and the def2-TZVPD basis) results for an isolated ion of composition C3N3O2 and charge -1 in a non-equilibrium geometry.

```
8
Properties=species:S:1:pos:R:3:forces:R:3:nbo_charge:R:1
C 2.32308 -0.26149 -0.03903 1.4 0.9 -0.1 0.600
C -2.31383 -0.12428 -0.09620 0.1 -0.2 1.1 0.451
C -0.04187 0.26621 0.13944 -0.1 2.0 -1.2 0.867
N 3.44413 -0.08247 -0.22538 0.8 0.2 -0.4 -0.517
N -3.46994 -0.02830 -0.13934 -0.1 0.3 -0.5 -0.513
N -1.08102 -0.49996 0.17385 0.1 -1.2 -0.1 -0.709
O 0.13869 1.45350 -0.04310 0.3 -0.6 0.3 -0.648
O 1.17150 -0.58014 0.26358 -2.7 -1.5 0.9 -0.529
```
Forces are in eV/Å.

## Properties
Charge: -1
Multiplicity: 1
DFT total energy in eV: -11677.318
Kohn-Sham gap in Eh: 0.3464
SMILES: N#C/N=C(\[O-])OC#N
Lowest unoccupied orbital energy in Ha: 0.144
E_HOMO in eV: -5.51
Strongest force on any atom in hartree/bohr: 0.062
ΔE to the lowest compared entry with this formula, charge and spin in eV: 0.5707

=====

Entry 5:
DFT (the ωB97M-V functional and the def2-TZVPD basis) results for a 2-piece molecular cluster, C3N3O2S overall in a non-equilibrium geometry.

```
9
Properties=species:S:1:pos:R:3:forces:R:3:nbo_charge:R:1
C -2.07548 1.52680 0.10261 -0.2 0.7 1.1 0.900
C 2.73640 -0.83234 0.73784 -0.3 1.4 0.0 0.813
C -0.53817 -0.30319 -0.37909 -2.5 -1.5 -2.8 0.468
N -1.19520 0.74010 0.10375 1.5 -0.2 0.6 -0.583
N 1.62463 -0.44215 0.51484 -1.2 0.4 0.2 -0.407
N 0.55884 -0.84949 -0.28587 1.4 -1.3 -0.2 -0.342
O -2.79020 2.40118 0.39748 -0.8 0.4 -0.6 -0.531
O 3.85117 -0.82777 1.09776 0.8 -0.9 0.1 -0.552
S -2.17198 -1.41313 -2.28933 1.2 0.9 1.6 -0.766
```
Forces are in eV/Å.

## Properties
Charge: -1
Multiplicity: 1
DFT total energy in eV: -22508.160
Kohn-Sham gap (spin up / spin down) in Eh: 0.2443 / 0.2396
Lowest unoccupied orbital energy (spin up / spin down) in Ha: 0.109 / 0.112
E_HOMO (spin up / spin down) in eV: -3.68 / -3.47
Strongest force on any atom in hartree/bohr: 0.078
ΔE to the lowest compared entry with this formula, charge and spin in eV: 3.6313

=====

Entry 6:
DFT (the ωB97M-V functional and the def2-TZVPD basis) results for a 7-piece molecular cluster, C40H100BF10N5O5P overall in a non-equilibrium geometry.

```
162
Properties=species:S:1:pos:R:3:forces:R:3:mulliken_charge:R:1
C -2.88271 2.78129 0.12727 -0.1 -1.0 0.4 -1.457
C -2.24240 2.78866 -1.22352 0.2 0.2 -1.2 0.417
N -1.84728 4.16085 -1.74869 -0.4 0.0 0.7 0.498
C -3.05705 5.02689 -1.69194 -0.1 -0.1 -0.1 -1.097
C -0.77664 4.72028 -0.84518 0.3 0.1 0.2 0.394
C -0.23705 6.03597 -1.32487 -0.2 0.5 -0.7 -1.603
C -1.39933 4.10286 -3.17774 0.2 0.1 -0.2 -1.257
C -0.40516 3.02067 -3.50439 0.3 0.3 -0.1 0.360
O -1.09654 1.80825 -3.70135 -0.2 0.3 -0.1 -0.452
C -0.21977 0.72326 -3.77515 0.5 -0.3 0.4 -0.434
H -2.34826 3.36729 0.86651 -0.2 0.2 0.1 0.217
H -2.80868 1.74642 0.47388 0.1 0.0 0.1 0.279
H -3.95453 2.97115 0.10114 0.1 0.5 0.1 0.450
H -2.91068 2.39011 -1.98775 0.0 -0.1 0.1 0.563
H -1.33883 2.19624 -1.28119 0.2 -0.1 0.3 -0.292
H -2.86106 5.98050 -2.16849 0.0 0.0 0.0 0.476
H -3.34221 5.17670 -0.65668 0.0 0.1 0.0 0.338
H -3.84212 4.49645 -2.22567 -0.1 0.1 0.0 0.424
H 0.01467 3.97860 -0.75568 0.0 -0.1 0.0 -0.394
H -1.24474 4.85796 0.12462 0.0 -0.1 0.1 0.440
H 0.40230 5.91838 -2.19712 0.2 0.0 0.1 0.387
H 0.34042 6.56506 -0.57295 0.0 -0.2 0.2 0.363
H -1.06473 6.68656 -1.62166 0.2 0.2 0.2 0.383
H -0.95914 5.07208 -3.38682 -0.1 0.0 -0.1 0.550
H -2.29213 4.00340 -3.79255 0.0 -0.2 0.0 0.430
H 0.38525 2.94059 -2.74683 -0.1 -0.1 0.2 -0.397
H 0.14127 3.33378 -4.40568 -0.2 -0.1 -0.1 0.677
H 0.30037 0.59802 -2.81234 0.0 -0.1 0.0 -0.058
H 0.55294 0.86075 -4.54113 -0.2 0.0 -0.1 0.414
H -0.81110 -0.16601 -3.97703 0.0 0.0 -0.1 0.286
C -0.36534 -4.55221 2.94865 -0.1 0.3 0.5 -1.328
C -0.43043 -5.62859 1.89742 -0.6 -0.3 -0.3 -0.343
N 0.00113 -5.20625 0.50755 0.2 -0.2 -0.2 0.706
C 1.42683 -4.80780 0.57165 0.5 0.5 0.4 -1.337
C -0.07288 -6.39390 -0.43921 1.1 0.6 -0.3 -0.309
C -1.42021 -6.94618 -0.68871 -1.1 -0.8 0.5 -1.316
C -0.84270 -4.05645 0.02809 -0.1 0.0 0.2 -0.820
C -0.46847 -3.44514 -1.28500 0.8 0.7 -0.7 0.359
O -0.78686 -4.24881 -2.38750 -0.2 -0.3 0.1 -0.393
C -0.44009 -3.65816 -3.63625 -0.3 -0.1 -0.2 -0.557
H -1.17483 -3.82941 2.83608 0.1 0.0 -0.1 0.323
H 0.56971 -3.99981 3.00459 0.1 -0.1 0.0 0.305
H -0.53365 -5.00137 3.92843 0.1 -0.2 -0.1 0.476
H -1.46708 -5.95082 1.81034 0.0 0.0 -0.1 0.215
H 0.13602 -6.53458 2.10828 0.2 0.2 0.2 0.515
H 1.97421 -5.56201 1.13173 0.0 -0.1 -0.1 0.390
H 1.52325 -3.85154 1.08544 -0.1 0.0 0.0 0.321
H 1.85597 -4.67914 -0.41540 -0.1 -0.3 -0.1 0.601
H 0.62215 -7.14353 -0.05870 -0.2 0.0 0.4 0.629
H 0.40320 -6.03007 -1.34706 -0.3 0.0 -0.2 0.358
H -2.08096 -6.37950 -1.33801 0.3 0.2 -0.2 0.283
H -1.97180 -7.10474 0.24285 0.1 -0.1 -0.1 0.338
H -1.29099 -7.94474 -1.10665 -0.1 0.1 -0.2 0.457
H -0.71737 -3.27566 0.77565 -0.2 0.0 0.0 0.079
H -1.87130 -4.41328 -0.00052 0.0 0.0 0.1 0.482
H 0.60319 -3.20375 -1.31853 0.0 -0.1 0.2 -0.967
H -0.93142 -2.45233 -1.36002 -0.3 -0.2 0.2 0.825
H -1.35294 -3.50995 -4.21581 0.1 0.1 0.0 0.258
H 0.20477 -4.33428 -4.19799 0.1 0.0 0.1 0.297
H 0.06382 -2.69868 -3.50659 0.0 0.0 0.0 0.099
C 4.19494 -0.29516 0.50880 0.2 0.8 0.1 -2.018
C 4.77448 -1.32624 -0.44253 0.4 -0.4 1.6 -0.887
N 4.20531 -1.24037 -1.80252 0.5 0.1 -1.0 0.929
C 2.71828 -1.26385 -1.71058 0.4 -0.3 0.5 -0.753
C 4.75556 0.02791 -2.42169 -0.2 0.2 0.0 -0.072
C 4.19974 0.40172 -3.77510 -0.3 0.1 0.0 -1.147
C 4.61148 -2.42440 -2.66623 -0.4 -0.5 0.7 -0.616
C 6.02325 -2.96494 -2.59992 0.2 0.9 -1.2 -0.994
O 6.34611 -3.51671 -1.37923 0.1 -0.2 0.5 -0.289
C 7.67238 -4.05681 -1.37858 -0.2 0.1 -0.2 -0.806
H 4.66822 -0.32252 1.49152 0.0 -0.6 0.0 0.717
H 3.11818 -0.42287 0.60828 0.2 0.1 0.3 0.539
H 4.40832 0.73767 0.21151 -0.2 -0.1 -0.3 0.514
H 4.60448 -2.31891 -0.02194 -0.3 -0.1 -0.4 0.526
H 5.85655 -1.28970 -0.50636 0.1 0.3 -0.2 0.644
H 2.37670 -0.41520 -1.12802 -0.2 0.2 -0.5 -0.319
H 2.53287 -2.16218 -1.12113 -0.4 0.1 -0.1 0.160
H 2.27086 -1.35185 -2.69283 0.0 0.2 -0.1 0.564
H 5.83628 -0.09986 -2.42187 0.0 -0.1 -0.1 0.531
H 4.52166 0.83555 -1.73548 0.0 0.0 0.0 -0.092
H 4.10744 -0.40650 -4.49991 0.3 0.0 0.0 0.373
H 4.87245 1.17295 -4.14438 -0.1 0.0 -0.3 0.420
H 3.21619 0.86293 -3.68307 0.0 0.1 0.1 0.036
H 4.39583 -2.13059 -3.68667 -0.1 -0.2 -0.1 0.335
H 3.93986 -3.23151 -2.36287 0.0 0.0 -0.1 0.271
H 6.73200 -2.18321 -2.93426 0.0 -0.1 0.4 0.433
H 6.07383 -3.70986 -3.41137 -0.1 -0.1 0.1 0.584
H 7.82134 -4.52536 -0.41370 0.0 -0.1 0.0 0.257
H 8.41407 -3.26782 -1.53056 0.0 0.0 0.0 0.339
H 7.77326 -4.78997 -2.18408 0.0 -0.1 0.1 0.332
C -8.02502 -2.25263 -1.89549 -0.7 0.3 -0.3 -1.309
C -6.59860 -2.31275 -1.45005 0.1 -0.2 -0.6 -0.308
N -6.39993 -2.41658 0.03861 -0.1 0.2 -0.3 0.288
C -7.19474 -3.55834 0.57021 0.4 -0.1 0.4 -1.093
C -4.94185 -2.73813 0.26894 0.2 0.7 0.6 -0.943
C -3.96486 -1.66991 -0.16879 -0.2 0.7 -1.1 -0.492
C -6.88773 -1.12060 0.67662 0.7 -0.4 0.0 -0.747
C -6.58022 -0.97936 2.14462 0.1 0.3 0.4 -0.896
O -5.23616 -0.59314 2.31088 0.0 -0.3 -0.3 -0.049
C -4.89816 -0.43965 3.66881 0.0 0.2 0.9 -0.792
H -8.06792 -2.27844 -2.98476 0.2 -0.1 0.0 0.443
H -8.48836 -1.30310 -1.62724 -0.2 -0.1 0.1 0.378
H -8.62282 -3.09203 -1.55222 -0.1 0.0 0.1 0.333
H -6.07699 -1.43119 -1.81209 0.2 0.0 0.2 0.296
H -6.12238 -3.18752 -1.89396 0.1 0.0 0.1 0.382
H -6.80445 -3.79425 1.55665 -0.1 -0.1 0.0 0.418
H -7.02989 -4.41053 -0.08129 -0.3 -0.1 0.0 0.390
H -8.23296 -3.27334 0.67242 -0.2 -0.2 -0.2 0.420
H -4.76346 -3.66031 -0.27881 0.0 -0.2 0.2 0.775
H -4.83528 -2.87651 1.34362 0.0 -0.2 0.0 0.276
H -2.96046 -1.88116 0.18733 0.0 -0.1 0.0 -0.227
H -4.20826 -0.66394 0.16457 -0.1 -0.2 0.5 0.158
H -3.94286 -1.55405 -1.25897 0.3 -0.4 0.1 0.490
H -7.95841 -1.11680 0.51395 -0.1 0.2 -0.1 0.537
H -6.38249 -0.32602 0.13330 -0.3 0.2 0.0 0.483
H -6.78989 -1.89464 2.71334 -0.1 0.0 0.0 0.444
H -7.22418 -0.19089 2.55466 -0.2 -0.1 -0.1 0.550
H -5.15395 -1.31908 4.27626 0.0 -0.1 -0.3 0.339
H -5.42126 0.41133 4.12503 0.0 0.0 -0.2 0.323
H -3.82631 -0.27746 3.75356 0.0 0.0 -0.2 0.143
C 4.37852 4.42670 3.85577 0.7 0.7 0.2 -1.513
C 3.10981 3.76462 4.30492 0.4 0.1 1.4 -0.461
N 2.28042 3.14644 3.24642 -0.3 -0.6 -0.1 0.928
C 3.18036 2.34424 2.33533 -1.3 0.2 0.5 -1.427
C 1.24889 2.28477 3.94571 -0.7 0.0 -0.1 -0.226
C 1.60241 0.83047 4.12289 0.7 -0.6 0.1 -1.672
C 1.58620 4.15643 2.37025 0.0 0.0 -0.4 0.008
C 0.75566 5.18729 3.09742 -0.4 -0.9 0.5 -1.188
O 1.58201 6.21146 3.51523 0.3 0.5 0.1 -0.342
C 0.91548 7.18804 4.29953 -0.3 0.2 -0.3 -0.811
H 4.25849 5.00051 2.93688 0.1 0.0 0.0 0.329
H 5.24733 3.77194 3.79340 -0.2 -0.2 -0.4 0.374
H 4.67487 5.14654 4.62346 -0.2 0.1 -0.1 0.393
H 2.50934 4.46549 4.88138 -0.3 0.1 -0.5 0.530
H 3.32219 2.99431 5.05488 0.1 -0.2 -0.4 0.688
H 2.53496 1.85850 1.60563 0.2 0.3 -0.3 0.048
H 3.61175 1.56571 2.94747 0.7 0.2 0.0 0.530
H 3.82365 3.10339 1.92013 0.5 -0.6 -0.4 0.701
H 0.33566 2.31180 3.34961 0.1 0.1 -0.1 0.364
H 1.02728 2.79135 4.88163 0.1 -0.1 0.1 0.425
H 2.59040 0.63117 4.54728 0.0 0.3 0.0 0.391
H 1.53701 0.31972 3.16120 0.0 -0.1 0.2 0.258
H 0.92658 0.33257 4.81694 -0.3 0.2 -0.1 0.411
H 0.96896 3.56351 1.69257 0.1 0.0 0.0 -0.080
H 2.34841 4.63075 1.75436 -0.1 0.1 0.1 0.371
H 0.25963 4.70562 3.96316 0.0 0.2 -0.1 0.348
H -0.08079 5.50417 2.45751 0.2 0.3 -0.2 0.678
H 0.20322 7.75327 3.68514 0.0 -0.1 0.1 0.304
H 1.65453 7.89612 4.65771 0.1 -0.1 0.1 0.271
H 0.37991 6.72139 5.13221 0.1 0.1 0.1 0.346
P 3.39530 3.89358 -1.59963 1.4 0.5 0.5 1.461
F 2.32963 4.53906 -0.54328 -0.2 -0.4 0.3 -0.278
F 2.43956 4.41415 -2.77620 0.0 -0.1 -0.5 -0.371
F 4.24014 5.24424 -1.58439 -0.4 0.3 -0.1 -0.379
F 4.47509 3.26576 -2.61890 -0.4 -0.3 -0.2 -0.368
F 4.29739 3.36529 -0.33088 -0.4 -0.3 0.0 -0.432
F 2.60606 2.46254 -1.59089 -0.3 0.0 0.2 -0.369
B 0.15655 -0.24219 0.81768 -1.0 0.4 0.4 0.100
F -0.44739 -0.05797 2.08081 0.1 -0.2 -0.2 -0.469
F 1.01712 -1.35981 0.85715 0.0 -0.1 -0.1 0.045
F -0.89020 -0.48068 -0.11940 0.3 -0.1 -0.1 -0.090
F 0.84548 0.92613 0.47115 0.1 -0.2 -0.1 -0.200
```
Forces are in eV/Å.

## Properties
Charge: +3
Multiplicity: 1
DFT total energy in eV: -97918.272
Kohn-Sham gap in Eh: 0.3600
Lowest unoccupied orbital energy in Ha: -0.208
E_HOMO in eV: -15.46
Strongest force on any atom in hartree/bohr: 0.032
ΔE to the lowest compared entry with this formula, charge and spin in eV: 0.0000